(1)
The following is a quantum chemistry calculation of a structure of composition C53H50N7O4P3Ta, from OMol25.

The frontier orbital gap comes out at 6.56 eV. For the LUMO energy, the calculation gives -9.43 eV. The spin multiplicity is 1. For the molar mass, the calculation gives 1122.898 g/mol. The net charge is +3. The energy above the lowest of the compared OMol25 structures with the same formula, charge and spin is 0.0 kJ/mol. The calculation puts the largest force on an atom at 0.518 eV/A. For the HOMO energy, the calculation gives -15.997 eV.

Last column: Löwdin charge in e.
Positions of all 118 atoms, in Å:
Ta 0.056 -0.174 0.192  1.575
O 1.046 1.502 5.877  0.168
C 0.852 0.192 5.796  -0.485
O 0.713 -0.512 6.752  0.163
C 0.804 -0.427 4.429  -0.009
C 0.627 -1.791 4.230  0.071
N 0.504 -2.002 2.919  0.086
N 0.600 -0.855 2.227  -0.070
C 0.783 0.101 3.146  -0.138
C 0.795 1.465 2.581  -0.487
O 0.961 2.476 3.195  0.175
O 0.534 1.410 1.264  -0.228
H 1.130 1.943 5.011  0.086
H 0.570 -2.585 4.958  0.168
H 0.308 -2.865 2.426  0.155
C 3.488 0.064 -2.929  -0.090
N 2.429 -0.241 -1.949  -0.487
P 2.702 -0.449 -0.291  0.926
C 3.829 -1.792 0.079  -0.376
C 5.153 -1.730 -0.368  -0.070
C 6.017 -2.776 -0.093  -0.032
C 5.576 -3.869 0.645  -0.029
C 4.270 -3.924 1.111  -0.044
C 3.396 -2.888 0.823  -0.106
C 3.487 1.055 0.300  -0.369
C 4.165 1.003 1.522  -0.081
C 4.673 2.167 2.078  -0.041
C 4.517 3.378 1.414  -0.032
C 3.847 3.428 0.198  -0.045
C 3.318 2.273 -0.356  -0.101
P 0.875 -0.819 -2.304  0.931
C 0.162 -0.061 -3.776  -0.360
C 0.864 -0.145 -4.982  -0.075
C 0.290 0.317 -6.155  -0.033
C -1.005 0.820 -6.145  -0.033
C -1.730 0.850 -4.962  -0.053
C -1.148 0.418 -3.780  -0.127
C 1.010 -2.548 -2.796  -0.365
C 2.191 -3.266 -2.625  -0.092
C 2.246 -4.604 -2.992  -0.041
C 1.122 -5.228 -3.514  -0.037
C -0.058 -4.513 -3.687  -0.045
C -0.115 -3.176 -3.335  -0.082
H 4.289 0.602 -2.424  0.083
H 3.089 0.715 -3.703  0.083
H 3.891 -0.842 -3.382  0.093
H 5.511 -0.866 -0.915  0.114
H 7.040 -2.737 -0.442  0.125
H 6.262 -4.676 0.867  0.126
H 3.942 -4.770 1.700  0.119
H 2.378 -2.923 1.181  0.062
H 4.319 0.057 2.028  0.114
H 5.207 2.128 3.018  0.123
H 4.927 4.283 1.842  0.124
H 3.744 4.371 -0.322  0.118
H 2.782 2.316 -1.296  0.088
H 1.845 -0.601 -5.022  0.108
H 0.845 0.262 -7.081  0.125
H -1.456 1.163 -7.067  0.124
H -2.754 1.200 -4.962  0.115
H -1.742 0.422 -2.875  0.065
H 3.075 -2.795 -2.216  0.085
H 3.171 -5.154 -2.879  0.121
H 1.168 -6.270 -3.802  0.123
H -0.927 -4.997 -4.113  0.121
H -1.032 -2.619 -3.498  0.113
C -6.124 0.844 -1.262  -0.041
C -5.954 1.219 0.064  -0.047
C -4.843 0.785 0.774  -0.072
C -3.906 -0.030 0.149  -0.371
C -4.081 -0.416 -1.183  -0.110
C -5.189 0.024 -1.886  -0.055
P -2.424 -0.581 0.994  1.030
C -2.559 -0.331 2.772  -0.365
C -2.794 -1.380 3.657  -0.068
C -2.830 -1.132 5.024  -0.039
C -2.638 0.155 5.505  -0.032
C -2.413 1.207 4.622  -0.041
C -2.366 0.965 3.259  -0.114
C -2.020 -2.267 0.565  -0.411
C -2.797 -3.424 0.587  -0.044
C -2.176 -4.629 0.314  -0.021
C -0.809 -4.663 0.027  -0.030
C -0.052 -3.504 -0.022  -0.134
C -0.654 -2.259 0.229  -0.369
H -6.999 1.173 -1.806  0.122
H -6.697 1.835 0.552  0.121
H -4.723 1.067 1.813  0.107
H -3.368 -1.079 -1.662  0.098
H -5.340 -0.287 -2.911  0.117
H -2.951 -2.387 3.286  0.109
H -3.016 -1.944 5.715  0.125
H -2.662 0.341 6.570  0.131
H -2.271 2.211 5.001  0.127
H -2.190 1.786 2.572  0.090
H -3.855 -3.383 0.818  0.130
H -2.745 -5.549 0.328  0.127
H -0.337 -5.615 -0.184  0.125
H 0.990 -3.583 -0.301  0.074
C -2.371 4.612 1.512  -0.064
C -2.380 5.378 0.194  -0.394
C -1.076 6.136 -0.024  -0.059
C -2.727 4.473 -0.992  -0.064
N -1.740 3.385 -1.158  -0.035
C -0.526 3.395 -1.743  -0.049
N 0.020 2.216 -1.586  0.088
N -0.876 1.523 -0.876  -0.237
N -1.934 2.210 -0.600  0.144
H -2.259 5.304 2.346  0.098
H -1.525 3.916 1.560  0.060
H -3.297 4.052 1.662  0.081
H -3.201 6.100 0.217  0.152
H -0.211 5.466 0.018  0.072
H -0.936 6.873 0.766  0.097
H -1.066 6.670 -0.976  0.091
H -2.740 5.019 -1.934  0.142
H -3.685 3.974 -0.856  0.134
H -0.109 4.233 -2.278  0.160

---

(2)
The following is a quantum chemistry calculation of a structure of composition C53H51N9P3S2Sn in a non-equilibrium geometry, from OMol25.

The frontier orbital gap comes out at 6.88 eV. For the LUMO energy, the calculation gives -2.54 eV. The spin multiplicity is 1. For the molar mass, the calculation gives 1089.821 g/mol. The net charge is +1. The energy above the lowest of the compared OMol25 structures with the same formula, charge and spin is 255.5 kJ/mol. The calculation puts the largest force on an atom at 1.535 eV/A. For the HOMO energy, the calculation gives -9.414 eV.

Last column: Löwdin charge in e.
Positions of all 119 atoms, in Å:
Sn 0.849 -0.780 0.985  0.809
C 4.978 -2.863 2.313  -0.016
C 3.859 -1.899 2.067  -0.268
N 2.972 -2.108 1.149  -0.078
N 3.130 -3.176 0.362  -0.022
C 2.099 -3.645 -0.261  -0.847
N 2.266 -4.641 -1.147  0.087
S 0.458 -3.108 -0.060  0.577
C 3.716 -0.710 2.895  -0.259
C 4.359 -0.595 4.133  0.007
C 4.186 0.557 4.877  -0.036
C 3.393 1.575 4.363  -0.037
C 2.788 1.368 3.136  -0.162
N 2.926 0.263 2.429  0.013
H 5.138 -3.449 1.410  0.071
H 4.698 -3.550 3.113  0.101
H 5.899 -2.356 2.594  0.085
H 3.160 -5.095 -1.219  0.108
H 1.445 -5.135 -1.452  0.085
H 4.958 -1.402 4.525  0.115
H 4.657 0.662 5.843  0.116
H 3.241 2.497 4.905  0.110
H 2.152 2.121 2.690  0.107
N 1.131 1.856 -1.963  -0.419
P 2.208 0.674 -1.332  0.892
C 3.081 0.216 -2.875  -0.351
C 3.313 -1.117 -3.181  -0.085
C 3.973 -1.452 -4.351  -0.072
C 4.392 -0.462 -5.223  -0.073
C 4.161 0.870 -4.918  -0.070
C 3.515 1.212 -3.747  -0.093
C 3.474 1.778 -0.629  -0.381
C 4.631 1.196 -0.123  -0.112
C 5.639 1.995 0.381  -0.075
C 5.495 3.375 0.386  -0.080
C 4.330 3.953 -0.087  -0.080
C 3.315 3.155 -0.585  -0.101
P -0.539 1.627 -1.614  0.976
C -1.222 3.047 -2.544  -0.380
C -2.571 2.993 -2.888  -0.103
C -3.137 3.992 -3.656  -0.073
C -2.362 5.067 -4.065  -0.081
C -1.036 5.154 -3.677  -0.079
C -0.465 4.152 -2.911  -0.101
C -0.905 0.317 -2.847  -0.329
C -0.819 0.440 -4.173  -0.065
C -1.009 -0.716 -5.017  -0.064
C -1.218 -1.931 -4.507  -0.037
C -1.328 -2.215 -3.044  -0.206
C -1.279 -0.955 -2.183  -0.283
H 1.275 1.995 -2.966  0.047
H 2.981 -1.888 -2.497  0.085
H 4.158 -2.489 -4.587  0.106
H 4.906 -0.724 -6.135  0.107
H 4.490 1.643 -5.595  0.108
H 3.365 2.254 -3.498  0.106
H 4.727 0.118 -0.144  0.102
H 6.545 1.549 0.763  0.106
H 6.296 4.002 0.750  0.105
H 4.214 5.027 -0.079  0.105
H 2.398 3.597 -0.947  0.080
H -3.168 2.148 -2.575  0.091
H -4.178 3.936 -3.942  0.108
H -2.797 5.838 -4.682  0.105
H -0.442 6.005 -3.976  0.106
H 0.572 4.222 -2.614  0.085
H -0.594 1.391 -4.637  0.113
H -0.944 -0.564 -6.084  0.105
H -1.319 -2.788 -5.156  0.116
H -0.512 -2.892 -2.766  0.120
H -0.562 -1.106 -1.362  0.016
C -1.496 3.944 3.788  0.005
C -1.048 2.628 4.288  -0.334
N -0.947 2.264 5.523  0.126
N -0.498 0.993 5.503  0.037
C -0.289 0.539 4.249  -0.782
S 0.246 -0.973 3.841  0.616
N -0.650 1.598 3.454  -0.095
N -0.668 1.566 2.071  0.057
H -1.821 4.549 4.628  0.092
H -2.322 3.831 3.085  0.087
H -0.680 4.467 3.287  0.089
H -0.352 0.477 6.354  0.159
H -1.598 1.316 1.725  0.063
H -0.407 2.471 1.687  0.094
C -5.876 1.329 2.361  -0.074
C -4.757 1.163 3.160  -0.078
C -3.739 0.326 2.743  -0.122
C -3.820 -0.351 1.529  -0.369
C -4.933 -0.156 0.717  -0.081
C -5.956 0.675 1.141  -0.063
P -2.431 -1.490 1.151  1.038
C -2.991 -2.979 2.041  -0.361
C -2.057 -3.761 2.709  -0.117
C -2.465 -4.908 3.368  -0.076
C -3.801 -5.269 3.367  -0.077
C -4.732 -4.489 2.700  -0.073
C -4.333 -3.344 2.037  -0.076
C -2.766 -1.917 -0.570  -0.381
C -2.662 -0.742 -1.502  -0.305
C -3.729 -0.854 -2.538  -0.044
C -3.765 -2.031 -3.145  -0.023
C -2.676 -2.967 -2.709  -0.213
C -2.728 -3.087 -1.209  -0.044
H -6.690 1.951 2.701  0.107
H -4.686 1.673 4.110  0.106
H -2.882 0.152 3.384  0.087
H -5.011 -0.663 -0.234  0.100
H -6.830 0.808 0.522  0.109
H -1.015 -3.469 2.713  0.053
H -1.738 -5.518 3.881  0.105
H -4.118 -6.163 3.884  0.105
H -5.771 -4.776 2.699  0.106
H -5.061 -2.735 1.519  0.104
H -2.674 0.219 -0.974  0.093
H -4.400 -0.035 -2.734  0.111
H -4.474 -2.306 -3.908  0.118
H -2.716 -3.930 -3.215  0.144
H -2.694 -4.051 -0.732  0.117

---

Question: Among the records above, which one has the lowest HOMO?
Answer: C53H50N7O4P3Ta